No. 1
Formula: C4H6ClFN2
Source: the Open Molecules 2025 dataset
Level of theory: ωB97M-V/def2-TZVPD

Maximum force in eV Å⁻¹: 2.62
Lowest unoccupied orbital energy in eV: 0.847
ΔE to the lowest compared entry with this formula, charge and spin in kJ/mol: 69.65
E_tot in eV: -22464.255
E_HOMO in eV: -8.755
SMILES: F[C@H](Cl)[C@H]1CC=NN1
HOMO-LUMO gap in eV: 9.6

Structure (XYZ):
```
14
Properties=species:S:1:pos:R:3:forces:R:3:nbo_charge:R:1
F -0.150270 -0.560389 -1.668990 0.3 -0.1 -0.2 -0.339
C -0.931029 -0.471662 -0.562916 0.5 -0.1 1.3 0.194
Cl -2.048124 0.844639 -0.811053 -0.5 0.6 0.1 -0.039
C -0.041399 -0.281024 0.716581 -1.3 -1.5 -0.1 -0.101
C 1.055003 -1.428254 0.737668 0.1 2.5 0.9 -0.475
C 2.246501 -0.521201 1.077233 0.1 0.1 0.4 0.006
N 1.991375 0.736009 1.075020 0.5 -0.8 0.0 -0.201
N 0.696755 0.942302 0.670390 0.4 -0.1 -0.5 -0.464
H -1.524330 -1.374452 -0.477722 0.0 -0.2 0.0 0.175
H -0.679737 -0.305041 1.653354 0.3 -0.3 -1.1 0.200
H 1.175964 -1.840082 -0.227853 0.1 -0.5 -1.1 0.230
H 0.875506 -2.231134 1.438033 -0.1 0.0 0.3 0.228
H 3.258793 -0.854747 1.326311 -0.5 0.1 -0.2 0.204
H 0.272972 1.754779 1.067403 0.0 0.3 0.2 0.383
```
Forces are in eV/Å.

---

No. 2
Formula: C4H6ClN
Source: the Open Molecules 2025 dataset
Level of theory: ωB97M-V/def2-TZVPD

Maximum force in eV Å⁻¹: 4.60
Lowest unoccupied orbital energy (spin up / spin down) in eV: -0.404 / -0.255
ΔE to the lowest compared entry with this formula, charge and spin in kJ/mol: 438.74
E_tot in eV: -18252.894
E_HOMO (spin up / spin down) in eV: -8.338 / -8.380
HOMO-LUMO gap (spin up / spin down) in eV: 7.9 / 8.1

Structure (XYZ):
```
12
Properties=species:S:1:pos:R:3:forces:R:3:nbo_charge:R:1
C 1.284448 1.080786 0.502464 1.0 2.7 0.1 -0.515
C 0.372652 0.198959 0.220312 -0.6 2.0 -1.3 0.170
C -1.259871 1.320162 -1.299633 3.0 0.0 2.4 0.264
C 0.115809 -1.211983 0.466625 -2.5 0.6 1.9 -0.729
N -2.224990 0.674638 -1.581563 -3.4 -1.7 -2.6 -0.701
Cl -0.928366 2.982428 -1.761389 0.5 0.0 0.0 -0.062
H 2.219424 0.984126 1.097150 -0.8 -0.9 -0.2 0.221
H 1.260361 2.184290 0.204865 -0.5 -1.7 0.0 0.236
H -0.998469 -1.358370 0.236419 1.3 -0.2 0.9 0.261
H 0.467437 -1.535047 1.520841 -1.0 0.6 -1.6 0.241
H 0.598854 -1.794024 -0.230539 1.3 -1.4 -1.6 0.233
H -2.936953 0.930786 -2.370199 1.7 -0.1 2.1 0.382
```
Forces are in eV/Å.

---

No. 3
Formula: C4H6ClN
Source: the Open Molecules 2025 dataset
Level of theory: ωB97M-V/def2-TZVPD

Maximum force in eV Å⁻¹: 3.44
Lowest unoccupied orbital energy in eV: 0.864
ΔE to the lowest compared entry with this formula, charge and spin in kJ/mol: 173.51
E_tot in eV: -18255.643
E_HOMO in eV: -9.350
SMILES: C/C=C/Cl.C#N
HOMO-LUMO gap in eV: 10.2

Structure (XYZ):
```
12
Properties=species:S:1:pos:R:3:forces:R:3:nbo_charge:R:1
C 0.649822 1.191630 0.163451 2.2 0.4 -2.6 -0.646
C -0.681644 0.944016 -0.454533 0.1 -1.5 2.9 -0.215
C -1.491390 0.343387 0.399088 -1.0 0.3 -2.0 -0.198
Cl -2.898223 -0.487933 -0.091495 -1.2 -0.4 -0.6 -0.032
H 1.279243 0.252655 0.211562 -0.7 1.3 -0.1 0.239
H 0.541531 1.604517 1.102840 -0.5 0.3 2.4 0.220
H 1.229908 2.011214 -0.315487 -0.2 -0.8 -0.3 0.214
H -1.027603 0.841141 -1.426457 0.3 0.4 -2.1 0.216
H -1.462544 0.263210 1.415139 0.9 0.1 2.6 0.198
C 1.259522 -2.298950 -0.342698 -1.7 -1.0 -1.2 0.079
N 2.168947 -1.990812 0.251866 1.6 0.6 1.1 -0.314
H 0.432436 -2.674073 -0.913271 0.1 0.2 0.1 0.239
```
Forces are in eV/Å.

---

No. 4
Formula: C4H6ClN
Source: the Open Molecules 2025 dataset
Level of theory: ωB97M-V/def2-TZVPD

Maximum force in eV Å⁻¹: 3.42
Lowest unoccupied orbital energy in eV: 0.525
ΔE to the lowest compared entry with this formula, charge and spin in kJ/mol: 212.70
E_tot in eV: -18255.237
E_HOMO in eV: -9.422
SMILES: C=C/C(Cl)=N/C
HOMO-LUMO gap in eV: 9.9

Structure (XYZ):
```
12
Properties=species:S:1:pos:R:3:forces:R:3:nbo_charge:R:1
C 0.212440 -0.324086 1.946940 -2.0 -2.7 0.7 -0.298
C 0.950010 0.672471 1.535062 0.4 1.1 0.5 -0.312
C 0.905773 0.799536 0.076472 0.8 0.7 0.4 0.321
Cl 1.525525 2.298181 -0.795855 -0.5 -1.4 0.8 -0.094
N 0.388335 -0.205909 -0.402092 0.7 1.1 -2.6 -0.442
C 0.274863 -0.477605 -1.765450 1.4 1.1 -2.4 -0.438
H -0.149128 -0.482029 2.944963 0.7 0.1 0.7 0.193
H -0.193114 -1.091054 1.184926 0.5 1.7 1.8 0.233
H 1.499143 1.303277 2.201578 -0.1 0.7 0.1 0.227
H -0.274783 0.313175 -2.394059 0.9 -1.0 0.9 0.203
H 1.344331 -0.692884 -2.202020 -2.1 0.4 0.5 0.206
H -0.287860 -1.352535 -1.721242 -0.9 -1.7 -1.2 0.201
```
Forces are in eV/Å.

---

No. 5
Formula: C4H6ClN
Source: the Open Molecules 2025 dataset
Level of theory: ωB97M-V/def2-TZVPD

Maximum force in eV Å⁻¹: 5.29
Lowest unoccupied orbital energy in eV: 0.829
ΔE to the lowest compared entry with this formula, charge and spin in kJ/mol: 191.39
E_tot in eV: -18255.457
E_HOMO in eV: -9.530
SMILES: CC1=N[C@@]1(C)Cl
HOMO-LUMO gap in eV: 10.4

Structure (XYZ):
```
12
Properties=species:S:1:pos:R:3:forces:R:3:nbo_charge:R:1
C 1.189577 1.501656 -0.259025 -1.0 0.3 0.5 -0.687
C 0.297223 0.649746 0.458762 -1.1 -1.3 1.0 0.258
N 0.090013 0.101430 1.547814 -0.9 -0.5 1.2 -0.317
C -0.831514 -0.267610 0.399145 1.2 1.2 0.4 0.051
C -0.572174 -1.612422 -0.227914 -4.1 2.0 -2.7 -0.637
Cl -2.508654 0.467813 0.381141 1.0 -0.7 0.0 -0.084
H 1.684205 2.215237 0.371793 -0.1 0.7 0.1 0.246
H 0.406410 1.823051 -0.922663 0.9 1.3 -1.4 0.253
H 1.917463 0.833997 -0.622012 1.0 -0.5 -1.4 0.250
H -1.487598 -2.227685 -0.162677 0.3 0.2 -0.5 0.228
H 0.103461 -2.090792 0.332090 3.1 -1.7 1.7 0.224
H -0.288412 -1.394420 -1.296451 -0.2 -0.9 1.0 0.216
```
Forces are in eV/Å.

---

No. 6
Formula: C4H6ClN2
Source: the Open Molecules 2025 dataset
Level of theory: ωB97M-V/def2-TZVPD

Maximum force in eV Å⁻¹: 2.57
Net charge: +1
Lowest unoccupied orbital energy in eV: -7.305
ΔE to the lowest compared entry with this formula, charge and spin in kJ/mol: 653.88
E_tot in eV: -19733.888
E_HOMO in eV: -13.532
HOMO-LUMO gap in eV: 6.2

Structure (XYZ):
```
13
Properties=species:S:1:pos:R:3:forces:R:3:nbo_charge:R:1
C 0.106832 -1.038762 0.944984 -0.1 -0.3 -0.2 0.436
C -0.827355 -0.043340 0.370961 1.0 1.1 1.0 -0.377
C -1.204595 -0.469532 3.001769 -1.0 -1.2 0.0 0.213
C 1.226224 0.664810 -2.867640 -2.5 -0.1 0.5 0.084
N -0.905083 -0.468127 1.755180 1.0 -0.2 1.1 -0.434
N 1.623977 0.644851 -1.690480 -1.1 0.3 1.5 -0.685
Cl 2.088721 0.053260 -4.189059 0.2 -0.1 -0.9 0.041
H -0.171584 0.914673 0.389215 -1.4 -1.0 -0.9 0.337
H -1.692384 -0.285448 -0.246750 0.4 0.4 -0.3 0.303
H -0.643237 -1.158304 3.743742 -0.8 1.4 -1.3 0.269
H -2.175632 0.028400 3.217908 1.0 -0.1 0.5 0.242
H 0.092272 0.952457 -3.026138 2.5 -0.2 -0.3 0.195
H 2.481845 0.205063 -1.403692 0.7 0.1 -0.7 0.376
```
Forces are in eV/Å.

---

No. 7
Formula: C4H6ClN2O
Source: the Open Molecules 2025 dataset
Level of theory: ωB97M-V/def2-TZVPD

Maximum force in eV Å⁻¹: 5.41
Net charge: +1
Lowest unoccupied orbital energy (spin up / spin down) in eV: -3.423 / -9.056
ΔE to the lowest compared entry with this formula, charge and spin in kJ/mol: 6.92
E_tot in eV: -21783.745
E_HOMO (spin up / spin down) in eV: -12.201 / -15.546
2S+1: 3
HOMO-LUMO gap (spin up / spin down) in eV: 8.8 / 6.5

Structure (XYZ):
```
14
Properties=species:S:1:pos:R:3:forces:R:3:lowdin_spin:R:1
C 1.395339 0.532868 0.741798 2.8 3.5 1.7 0.549
C 0.967440 -1.325476 -0.417399 3.5 -1.7 0.1 0.262
C -0.076639 0.875660 0.859925 0.6 1.6 1.7 0.155
C -0.901982 0.269133 -0.204690 -0.1 -2.9 -0.1 0.011
N 1.833152 -0.515731 0.165467 -2.9 -0.7 -0.4 0.712
N -0.247781 -1.023916 -0.654020 -5.3 0.5 1.0 0.162
O -0.944393 0.940012 -1.344623 -0.9 1.9 -1.3 0.012
Cl -2.570609 -0.055989 0.535529 1.0 -0.1 -0.7 0.025
H 2.099608 1.268132 1.238779 -0.8 -0.9 -0.6 0.050
H 1.275895 -2.299188 -0.607676 0.7 -1.6 -0.8 0.017
H -0.315843 0.641284 1.960868 -0.2 0.1 -1.8 0.028
H -0.125219 1.974733 0.717217 -0.1 -0.5 0.3 0.013
H -0.991929 -1.693194 -0.948951 1.5 0.1 0.3 0.004
H -1.397034 0.411677 -2.042229 0.4 0.7 0.6 0.000
```
Forces are in eV/Å.

---

No. 8
Formula: C4H6ClNO
Source: the Open Molecules 2025 dataset
Level of theory: ωB97M-V/def2-TZVPD

Maximum force in eV Å⁻¹: 1.86
Lowest unoccupied orbital energy in eV: 0.521
ΔE to the lowest compared entry with this formula, charge and spin in kJ/mol: 206.03
E_tot in eV: -20303.743
E_HOMO in eV: -9.602
SMILES: O=CC1(Cl)CNC1
HOMO-LUMO gap in eV: 10.1

Structure (XYZ):
```
13
Properties=species:S:1:pos:R:3:forces:R:3:nbo_charge:R:1
O -1.822495 -0.431307 -1.439976 -0.1 0.4 -0.7 -0.509
C -0.999034 0.409427 -1.191031 -0.6 -0.7 1.3 0.433
C 0.005244 0.105090 -0.100174 -1.0 -0.1 0.1 -0.183
Cl 1.180053 1.381021 -0.025610 0.8 0.5 0.1 -0.011
C 0.513434 -1.322521 -0.061228 0.5 -0.2 0.2 -0.227
N 0.426969 -1.318850 1.418043 -0.2 -0.3 -0.3 -0.610
C -0.625446 -0.258964 1.293585 1.8 0.5 0.2 -0.198
H -1.024409 1.437178 -1.561558 0.1 0.2 -0.5 0.135
H 1.497398 -1.507305 -0.469943 0.2 -0.1 -0.1 0.204
H -0.251952 -1.941923 -0.540949 0.2 -0.1 0.0 0.205
H 0.166078 -2.243435 1.779799 -0.3 0.8 0.1 0.360
H -0.649623 0.535605 2.058155 0.2 -0.4 -0.3 0.207
H -1.572402 -0.673241 1.116463 -1.6 -0.5 -0.1 0.194
```
Forces are in eV/Å.

---

No. 9
Formula: C4H6ClNO3
Source: the Open Molecules 2025 dataset
Level of theory: ωB97M-V/def2-TZVPD

Maximum force in eV Å⁻¹: 4.62
Lowest unoccupied orbital energy in eV: 0.603
ΔE to the lowest compared entry with this formula, charge and spin in kJ/mol: 531.87
E_tot in eV: -24394.570
E_HOMO in eV: -9.215
SMILES: C=COCO/[N+]([O-])=C/Cl
HOMO-LUMO gap in eV: 9.8

Structure (XYZ):
```
15
Properties=species:S:1:pos:R:3:forces:R:3:nbo_charge:R:1
C 0.094773 -0.390622 1.833975 -1.4 -2.9 -0.2 -0.476
C -0.390165 -0.150894 0.617557 -0.9 -2.2 1.2 0.130
O -0.530074 1.022943 -0.006189 0.5 2.0 0.7 -0.521
C 0.071604 1.096980 -1.250643 -3.9 -1.4 -2.1 0.186
O 1.401971 1.255748 -1.176817 2.5 0.7 0.6 -0.361
N 2.014499 0.052417 -0.676315 0.6 -0.9 0.1 0.322
O 1.619754 -1.006490 -1.165483 0.1 0.2 -0.2 -0.455
C 2.947752 0.165453 0.224814 -0.3 -0.2 -1.0 -0.085
Cl 3.948225 -1.134351 0.588386 -0.1 -0.9 0.0 0.072
H -0.034974 -1.394311 2.431305 0.3 1.9 -1.9 0.221
H 0.563242 0.333788 2.381296 1.0 2.0 1.3 0.192
H -0.876015 -0.906038 0.029394 0.0 -0.8 0.0 0.167
H -0.234895 0.173430 -1.869196 0.7 1.0 0.9 0.171
H -0.444007 1.934032 -1.782676 1.2 -0.2 0.5 0.208
H 3.294527 1.012671 0.727633 -0.4 1.7 0.0 0.231
```
Forces are in eV/Å.

---

No. 10
Formula: C4H6ClNOS
Source: the Open Molecules 2025 dataset
Level of theory: ωB97M-V/def2-TZVPD

Maximum force in eV Å⁻¹: 0.92
Lowest unoccupied orbital energy in eV: 0.163
ΔE to the lowest compared entry with this formula, charge and spin in kJ/mol: 222.71
E_tot in eV: -31138.631
E_HOMO in eV: -8.974
SMILES: C=C(CCl)C(=S)NO
HOMO-LUMO gap in eV: 9.1

Structure (XYZ):
```
14
Properties=species:S:1:pos:R:3:forces:R:3:nbo_charge:R:1
C 1.224339 -1.119029 0.626489 0.3 -0.1 -0.4 -0.339
C 0.666419 -0.185438 -0.130501 -0.3 0.2 -0.2 -0.087
C 1.438022 0.844471 -0.900189 -0.1 -0.1 -0.5 -0.391
Cl 1.267520 2.435212 -0.061981 0.1 -0.1 -0.1 -0.069
C -0.823381 -0.148105 -0.279051 -0.1 0.4 -0.2 0.060
S -1.607422 -0.023258 -1.746333 0.1 -0.1 0.4 -0.206
N -1.488762 -0.194818 0.868631 0.2 0.1 0.3 -0.245
O -2.851986 -0.088057 0.945351 -0.1 -0.1 -0.1 -0.528
H 0.592875 -1.867908 1.069795 0.1 -0.2 0.3 0.211
H 2.306327 -1.210854 0.704057 -0.2 0.0 0.1 0.211
H 2.509404 0.576461 -0.962530 -0.6 0.3 0.0 0.228
H 0.985194 0.987451 -1.908274 0.5 -0.2 0.8 0.257
H -1.086478 0.040513 1.766018 0.2 -0.1 -0.2 0.407
H -3.132072 -0.046641 0.008517 0.0 0.1 -0.2 0.492
```
Forces are in eV/Å.

---

No. 11
Formula: C4H6ClNS
Source: the Open Molecules 2025 dataset
Level of theory: ωB97M-V/def2-TZVPD

Maximum force in eV Å⁻¹: 1.94
Lowest unoccupied orbital energy in eV: 0.432
ΔE to the lowest compared entry with this formula, charge and spin in kJ/mol: 133.04
E_tot in eV: -29091.364
E_HOMO in eV: -8.637
SMILES: S=CN1C[C@H]1CCl
HOMO-LUMO gap in eV: 9.1

Structure (XYZ):
```
13
Properties=species:S:1:pos:R:3:forces:R:3:nbo_charge:R:1
S 2.961017 -0.700794 -0.619360 0.5 -0.1 -0.5 -0.075
C 1.802051 -0.318769 0.434055 0.7 -1.5 0.9 -0.106
N 0.890540 0.645810 0.255539 -0.7 0.0 0.9 -0.399
C 0.086909 1.083084 -0.851257 0.5 -0.7 -1.0 -0.215
C -0.537556 0.565905 0.378900 -0.8 -0.3 1.0 -0.074
C -1.222944 -0.785026 0.299420 -0.5 0.9 -0.2 -0.372
Cl -2.794996 -0.563318 -0.546069 -0.1 0.0 0.2 -0.069
H 1.813829 -0.923640 1.413488 -0.6 1.4 -1.2 0.210
H -0.038999 0.359942 -1.669935 0.4 0.5 0.0 0.210
H 0.193032 2.128999 -1.119018 -0.3 -0.1 0.1 0.229
H -1.013496 1.212306 1.096602 0.0 0.4 0.1 0.214
H -1.427532 -1.242168 1.258117 0.0 0.1 0.2 0.227
H -0.711858 -1.462328 -0.330487 0.9 -0.7 -0.5 0.222
```
Forces are in eV/Å.

---

No. 12
Formula: C4H6ClPS
Source: the Open Molecules 2025 dataset
Level of theory: ωB97M-V/def2-TZVPD

Maximum force in eV Å⁻¹: 3.45
Lowest unoccupied orbital energy in eV: 0.358
ΔE to the lowest compared entry with this formula, charge and spin in kJ/mol: 25.77
E_tot in eV: -36891.980
E_HOMO in eV: -8.969
SMILES: S=[P@]1(Cl)C=CCC1
HOMO-LUMO gap in eV: 9.3

Structure (XYZ):
```
13
Properties=species:S:1:pos:R:3:forces:R:3:nbo_charge:R:1
S 0.280238 -3.634216 1.181076 0.8 0.4 0.5 -0.479
P 0.991862 -1.893187 0.709124 -1.7 1.6 0.1 1.161
Cl 2.871914 -1.739691 -0.112793 0.1 -0.2 0.4 -0.268
C 0.813157 -0.188842 1.662924 1.3 -3.2 -0.3 -0.469
C 0.422915 0.738922 0.838108 0.9 0.8 -1.4 -0.143
C -0.033172 0.347528 -0.575839 1.8 -0.7 0.7 -0.438
C 0.027735 -1.217364 -0.658431 0.4 2.1 -0.4 -0.782
H 1.266094 -0.039195 2.617978 -0.1 0.0 0.6 0.233
H 0.532358 1.776115 1.164760 -0.5 -0.1 -0.3 0.223
H -0.997349 0.774850 -0.518678 -1.5 0.0 -1.0 0.227
H 0.542255 0.721318 -1.461530 -0.4 0.4 1.2 0.233
H -0.953880 -1.572332 -0.700104 -1.5 -1.0 0.5 0.254
H 0.458178 -1.508570 -1.591256 0.5 -0.3 -0.6 0.248
```
Forces are in eV/Å.

---

Look up the ΔE to the lowest compared entry with this formula, charge and spin of the seventh one. 6.92 kJ/mol

---

The highest maximum force belongs to which entry? C4H6ClN2O

---

What is the formula in the fourth record? C4H6ClN

---

maximum force of number 12 (C4H6ClPS)? 3.45 eV Å⁻¹